[1]
A cluster of 2 separate species, ClHN2O in total in a non-equilibrium geometry, computed with ωB97M-V/def2-TZVPD.

For the electronic energy, the calculation gives -645.47846 a.u. Its SMILES is N#[N+][O-].Cl. The energy above the lowest of the compared OMol25 structures with the same formula, charge and spin is 1.003 eV. The LUMO energy is 1.1 eV. The calculation puts the HOMO energy at -11.76 eV.

The geometry in ORCA input format:
```
! wB97M-V def2-TZVPD RIJCOSX def2/J DEFGRID3
* xyz 0 1
N 0.963 -0.927 0.314
N 0.742 -0.328 -0.589
O 0.497 0.403 -1.466
Cl -1.415 0.968 0.777
H -0.787 -0.116 0.964
*
```

What are the Mulliken partial charges on each atom? They are as follows, in elementary charge units: -0.324 0.776 -0.475 -0.267 0.289

***

[2]
A cluster of 2 separate species, CH7IN3 in total in a non-equilibrium geometry, computed with ωB97M-V/def2-TZVPD.

For the electronic energy, the calculation gives -504.00229 a.u. The energy above the lowest of the compared OMol25 structures with the same formula, charge and spin is 1.461 eV. The LUMO energy is -4.6 eV. The calculation puts the HOMO energy at -14.19 eV.

The geometry in ORCA input format:
```
! wB97M-V def2-TZVPD RIJCOSX def2/J DEFGRID3
* xyz 1 1
C -0.542 0.670 -0.103
N -0.119 1.169 1.019
N -0.003 1.008 -1.258
N 0.475 -1.609 0.160
I -2.493 -0.271 0.005
H -0.322 0.763 1.891
H 0.706 1.756 0.859
H 0.051 0.474 -2.085
H 0.813 1.634 -1.244
H 0.513 -1.455 1.147
H 1.278 -2.083 -0.209
H -0.357 -2.055 -0.183
*
```

Here are the Mulliken charges for atoms 1 to 6, given in e: 0.497 -0.369 -0.412 -0.623 0.273 0.266

***

[3]
A cluster of 2 separate species, C2H2N2O2S in total in a non-equilibrium geometry, computed with ωB97M-V/def2-TZVPD.

For the electronic energy, the calculation gives -735.38844 a.u. The energy above the lowest of the compared OMol25 structures with the same formula, charge and spin is 5.411 eV. The LUMO energy (spin up / spin down) is -1.3 / -1.3 eV. The calculation puts the HOMO energy (spin up / spin down) at -9.85 / -8.58 eV.

The geometry in ORCA input format:
```
! wB97M-V def2-TZVPD RIJCOSX def2/J DEFGRID3
* xyz 0 1
C 1.407 -0.599 -0.449
C 0.896 0.475 0.235
N 1.584 -1.628 -0.893
N -1.366 0.312 -0.734
O -1.500 0.495 -1.868
O -2.050 0.140 0.202
S 0.062 0.353 1.763
H 0.837 1.429 -0.202
H 0.131 -0.978 1.948
*
```

Here are the Mulliken charges for atoms 1 to 6, given in e: 0.452 -0.499 -0.364 0.848 -0.473 -0.433

***

[4]
A structure of composition C17H17BF4FeNO6S2, computed with ωB97M-V/def2-TZVPD.

For the electronic energy, the calculation gives -3648.99189 a.u. The expectation value of S² is 8.767. The LUMO energy (spin up / spin down) is 4.5 / 4.5 eV. The calculation puts the HOMO energy (spin up / spin down) at -1.94 / -2.33 eV.

The geometry in ORCA input format:
```
! wB97M-V def2-TZVPD RIJCOSX def2/J DEFGRID3
* xyz -2 6
Fe -0.240 -2.354 -0.064
C -1.343 -3.724 2.928
C -0.574 -2.896 1.943
O 0.627 -2.710 1.998
H -1.102 -3.367 3.934
H -0.997 -4.753 2.811
H -2.409 -3.690 2.725
O -3.461 -4.580 -1.604
S -2.713 -4.285 -0.391
O -2.936 -5.256 0.679
O -2.847 -2.902 0.073
S -0.664 -4.479 -0.907
F 3.284 -3.746 -0.491
B 3.178 -2.382 -0.714
F 1.777 -1.992 -0.538
F 3.939 -1.657 0.209
F 3.545 -2.041 -2.018
C 4.207 1.316 0.692
C 2.997 1.508 -0.187
C 3.002 0.973 -1.471
C 1.884 1.068 -2.281
C 0.752 1.723 -1.828
C 0.730 2.242 -0.539
N -0.439 2.853 -0.037
C -1.739 2.499 -0.379
C -2.698 3.502 -0.544
C -4.009 3.190 -0.868
C -4.381 1.870 -1.077
C -3.430 0.868 -0.934
C -2.124 1.163 -0.562
C -1.223 -0.012 -0.299
O -0.531 -0.083 0.737
O -1.285 -0.962 -1.134
C 1.845 2.131 0.297
C 1.719 2.589 1.724
H 5.028 0.896 0.113
H 3.988 0.602 1.488
H 4.537 2.254 1.145
H 3.865 0.413 -1.808
H 1.885 0.603 -3.258
H -0.134 1.788 -2.447
H -0.326 3.741 0.417
H -2.394 4.538 -0.429
H -4.735 3.987 -0.980
H -5.400 1.619 -1.342
H -3.684 -0.178 -1.069
H 0.779 2.215 2.135
H 1.713 3.683 1.814
H 2.535 2.216 2.338
*
```

Here are the Mulliken charges for atoms 1 to 6, given in e: 1.027 -1.248 0.829 -0.444 0.449 0.284

***

[5]
A structure of composition C35H33ClCoN4Si2 in a non-equilibrium geometry, computed with ωB97M-V/def2-TZVPD.

For the electronic energy, the calculation gives -3994.24248 a.u. The expectation value of S² is 6.052. The energy above the lowest of the compared OMol25 structures with the same formula, charge and spin is 0.000 eV. The LUMO energy (spin up / spin down) is -3.0 / -3.4 eV. The calculation puts the HOMO energy (spin up / spin down) at -9.17 / -10.43 eV.

The geometry in ORCA input format:
```
! wB97M-V def2-TZVPD RIJCOSX def2/J DEFGRID3
* xyz 1 5
C 1.442 -0.879 4.422
C 2.255 -0.021 3.626
C 1.482 1.123 3.279
H 3.313 -0.155 3.397
C 0.185 0.975 3.860
C 0.165 -0.267 4.572
H -0.657 -0.641 5.190
H 1.753 -1.823 4.882
H 1.846 1.994 2.748
H -0.613 1.710 3.851
Co 0.609 -0.542 2.654
Si 0.083 1.804 -0.054
C 0.873 1.605 -1.771
C 0.105 1.396 -2.927
H -0.979 1.254 -2.857
C 0.700 1.364 -4.194
H 0.087 1.161 -5.077
C 2.073 1.577 -4.319
H 2.541 1.542 -5.305
C 2.843 1.826 -3.182
H 3.918 1.997 -3.276
C 2.244 1.836 -1.917
H 2.855 2.013 -1.031
C -0.994 3.269 -0.727
C -0.347 4.479 -1.024
H 0.686 4.632 -0.696
C -0.981 5.461 -1.798
H -0.449 6.383 -2.051
C -2.290 5.266 -2.254
H -2.785 6.029 -2.859
C -2.961 4.087 -1.923
H -3.995 3.932 -2.237
C -2.307 3.087 -1.184
H -2.833 2.151 -0.972
H 1.057 2.285 0.939
Si -1.233 -1.697 -1.872
C -1.920 -0.421 -0.661
C -1.188 0.381 0.373
H -0.429 -0.268 0.877
C -2.027 1.141 1.318
H -1.534 1.808 2.040
C -3.399 1.081 1.295
H -3.976 1.672 2.015
C -4.051 0.287 0.347
H -5.139 0.232 0.359
C -3.305 -0.439 -0.591
H -3.850 -1.053 -1.311
C 0.617 -1.695 -2.110
C 1.501 -1.371 -1.081
H 1.111 -1.129 -0.096
C 2.876 -1.315 -1.292
H 3.538 -0.968 -0.492
C 3.393 -1.690 -2.532
H 4.474 -1.697 -2.690
C 2.521 -2.055 -3.564
H 2.920 -2.326 -4.543
C 1.141 -2.072 -3.349
H 0.453 -2.368 -4.144
H -1.891 -1.617 -3.122
Cl -1.593 -3.571 -1.057
N 1.358 -4.355 1.715
C 2.710 -4.028 1.734
C 2.787 -2.666 1.853
N 1.499 -2.135 1.906
C 0.641 -3.198 1.789
C -0.728 -2.951 2.130
N -1.023 -1.691 2.563
C -2.326 -1.745 3.054
C -2.807 -3.023 2.927
N -1.775 -3.779 2.381
H 0.950 -5.286 1.607
H 3.488 -4.774 1.722
H 3.661 -2.039 1.923
H -2.809 -0.872 3.460
H -3.758 -3.450 3.201
H -1.801 -4.768 2.132
*
```

Here are the Mulliken charges for atoms 1 to 6, given in e: -0.435 -1.003 -0.563 0.634 -1.131 -0.285

***

[6]
A structure of composition C5H8O, computed with ωB97M-V/def2-TZVPD.

For the electronic energy, the calculation gives -270.47784 a.u. The energy above the lowest of the compared OMol25 structures with the same formula, charge and spin is 2.178 eV. The LUMO energy is 1.2 eV. The calculation puts the HOMO energy at -9.00 eV.

The geometry in ORCA input format:
```
! wB97M-V def2-TZVPD RIJCOSX def2/J DEFGRID3
* xyz 0 1
C 0.059 1.061 1.213
C 1.138 1.280 0.172
C 0.052 0.277 -0.049
C 0.106 -1.240 -0.129
C -1.100 -1.060 -1.065
O -0.973 0.376 -1.031
H -0.661 1.871 1.256
H 0.278 0.568 2.159
H 2.143 0.886 0.312
H 1.107 2.242 -0.328
H -0.096 -1.745 0.819
H 0.995 -1.670 -0.600
H -0.989 -1.456 -2.081
H -2.059 -1.389 -0.647
*
```

Here are the Mulliken charges for atoms 1 to 6, given in e: -0.813 -0.663 0.832 -0.468 -0.351 -0.481

***

[7]
A structure of composition C25H45Cl2O4PTi in a non-equilibrium geometry, computed with ωB97M-V/def2-TZVPD.

For the electronic energy, the calculation gives -3391.45042 a.u. The expectation value of S² is 0.833. The LUMO energy (spin up / spin down) is 2.6 / 2.5 eV. The calculation puts the HOMO energy (spin up / spin down) at -1.31 / -1.32 eV.

The geometry in ORCA input format:
```
! wB97M-V def2-TZVPD RIJCOSX def2/J DEFGRID3
* xyz -1 2
Ti -2.530 -1.331 0.932
P 0.103 -0.401 -0.388
Cl -1.900 -3.106 -0.374
C 0.306 -0.700 2.758
H 1.339 -0.908 3.139
H -0.448 -1.512 2.849
C -0.765 -0.241 -2.034
C 1.250 -1.896 -0.510
C -0.004 0.382 -3.212
H -0.956 -1.303 -2.256
C -0.801 0.217 -4.514
H 0.150 1.458 -3.035
H 0.987 -0.076 -3.344
C -2.239 0.742 -4.404
H -0.268 0.742 -5.318
H -0.823 -0.849 -4.786
C -2.970 0.302 -3.130
H -2.221 1.839 -4.448
H -2.796 0.404 -5.285
C -2.128 0.447 -1.852
H -3.886 0.891 -3.010
H -3.274 -0.749 -3.223
H -1.980 1.518 -1.647
H -2.708 0.029 -0.998
C 1.305 1.074 -0.307
C 2.366 -1.836 0.532
H 0.528 -2.670 -0.195
C 3.169 -3.134 0.615
H 3.055 -1.007 0.320
H 1.920 -1.644 1.508
C 3.660 -3.610 -0.754
H 4.015 -2.968 1.292
H 2.542 -3.916 1.067
C 2.575 -3.567 -1.843
H 4.520 -3.000 -1.064
H 4.030 -4.636 -0.648
C 1.775 -2.259 -1.896
H 3.032 -3.726 -2.825
H 1.867 -4.387 -1.664
H 2.421 -1.454 -2.274
H 0.942 -2.363 -2.606
C 0.593 2.434 -0.412
H 1.675 0.938 0.728
C 1.558 3.597 -0.134
H 0.169 2.556 -1.420
H -0.254 2.500 0.284
C 2.846 3.546 -0.969
H 1.031 4.541 -0.322
H 1.831 3.587 0.930
C 3.506 2.161 -0.984
H 2.631 3.855 -2.002
H 3.558 4.274 -0.563
C 2.511 1.028 -1.258
H 4.281 2.123 -1.760
H 4.001 1.978 -0.020
H 2.167 1.115 -2.298
H 3.036 0.069 -1.184
C -1.656 0.629 1.966
C -0.276 0.633 2.867
H -1.333 1.051 0.995
C -0.583 1.057 4.328
H 0.464 1.397 2.482
C -2.011 0.809 4.839
H 0.101 0.588 5.038
H -0.379 2.138 4.363
C -3.051 1.509 3.975
H -2.248 -0.258 4.978
H -2.056 1.272 5.836
C -2.903 1.347 2.440
H -4.046 1.161 4.265
H -2.963 2.582 4.187
H -3.839 0.885 2.051
H -2.899 2.363 1.994
O -4.454 -3.505 2.829
Cl -4.208 -2.101 2.816
O -4.868 -1.252 3.767
O -2.628 -1.889 2.862
O -4.464 -1.515 1.340
*
```

Here are the Mulliken charges for atoms 1 to 6, given in e: -0.056 0.340 -0.551 -1.366 0.569 -0.384

***

[8]
The molecule C24H25N5O3S2, computed with ωB97M-V/def2-TZVPD.

For the electronic energy, the calculation gives -2225.45797 a.u. Its SMILES is C=CCn1c(SCC(=O)Nc2c(C)n(C)n(-c3ccccc3)c2=O)nc2sc(C)c(C)c2c1=O. The energy above the lowest of the compared OMol25 structures with the same formula, charge and spin is 1.373 eV. The LUMO energy is 0.5 eV. The calculation puts the HOMO energy at -7.87 eV.

The geometry in ORCA input format:
```
! wB97M-V def2-TZVPD RIJCOSX def2/J DEFGRID3
* xyz 0 1
C 5.834 2.461 1.578
C 5.465 1.221 1.326
C 5.404 0.627 -0.050
N 4.098 0.040 -0.311
C 3.048 0.822 -0.655
S 3.299 2.545 -0.785
C 1.569 3.064 -0.959
C 0.717 2.354 0.094
O 1.107 2.194 1.232
N -0.494 2.000 -0.378
C -1.495 1.212 0.182
C -1.601 0.390 1.261
C -0.617 -0.008 2.298
N -2.888 -0.122 1.313
C -3.097 -1.500 1.705
N -3.554 0.308 0.165
C -4.948 0.218 0.054
C -5.526 0.170 -1.211
C -6.902 0.102 -1.329
C -7.704 0.064 -0.200
C -7.125 0.117 1.056
C -5.752 0.201 1.190
C -2.750 1.170 -0.552
O -3.043 1.769 -1.574
N 1.850 0.387 -0.892
C 1.647 -0.926 -0.706
S 0.103 -1.671 -0.897
C 0.782 -3.225 -0.460
C -0.086 -4.434 -0.413
C 2.114 -3.162 -0.190
C 2.934 -4.345 0.204
C 2.624 -1.836 -0.330
C 3.968 -1.356 -0.126
O 4.943 -2.016 0.174
H 5.879 2.845 2.582
H 6.108 3.141 0.789
H 5.184 0.545 2.122
H 5.618 1.379 -0.813
H 6.122 -0.198 -0.125
H 1.576 4.140 -0.780
H 1.237 2.849 -1.974
H -0.769 2.290 -1.311
H 0.219 0.686 2.285
H -1.079 -0.001 3.284
H -0.240 -1.011 2.100
H -2.497 -2.185 1.096
H -4.149 -1.750 1.585
H -2.823 -1.616 2.751
H -4.896 0.210 -2.083
H -7.350 0.073 -2.311
H -8.777 0.004 -0.299
H -7.746 0.104 1.940
H -5.303 0.278 2.169
H -1.083 -4.203 -0.778
H -0.163 -4.811 0.608
H 0.338 -5.227 -1.028
H 2.540 -4.794 1.115
H 3.962 -4.038 0.372
H 2.910 -5.101 -0.580
*
```

Here are the Mulliken charges for atoms 1 to 6, given in e: -0.806 0.165 -1.462 -0.002 0.506 -0.182

***

[9]
A structure of composition C2H2LiO6Rb in a non-equilibrium geometry, computed with ωB97M-V/def2-TZVPD.

For the electronic energy, the calculation gives -560.39315 a.u. The energy above the lowest of the compared OMol25 structures with the same formula, charge and spin is 1.248 eV. The LUMO energy (spin up / spin down) is -1.7 / -1.7 eV. The calculation puts the HOMO energy (spin up / spin down) at -4.52 / -4.52 eV.

The geometry in ORCA input format:
```
! wB97M-V def2-TZVPD RIJCOSX def2/J DEFGRID3
* xyz 0 1
O 0.156 1.135 2.674
C 0.445 2.332 2.149
O 1.598 2.667 1.952
O -0.584 2.879 1.482
H 0.460 0.605 1.881
H -0.746 2.124 0.851
Rb 3.743 1.049 0.400
Li -2.402 -3.711 -1.714
O -1.738 -1.640 -2.367
O 0.206 -1.992 -1.577
O -0.478 -3.181 -3.281
C -0.662 -2.267 -2.449
*
```

Here are the Mulliken charges for atoms 1 to 6, given in e: -0.419 0.546 -0.505 -0.389 0.351 0.396

***

[10]
The molecule C9H15NO2 in a non-equilibrium geometry, computed with ωB97M-V/def2-TZVPD.

For the electronic energy, the calculation gives -557.00480 a.u. The energy above the lowest of the compared OMol25 structures with the same formula, charge and spin is 4.751 eV. The LUMO energy (spin up / spin down) is -0.6 / -0.1 eV. The calculation puts the HOMO energy (spin up / spin down) at -7.25 / -9.54 eV.

The geometry in ORCA input format:
```
! wB97M-V def2-TZVPD RIJCOSX def2/J DEFGRID3
* xyz 0 1
C -0.978 1.731 -0.055
C 1.050 -0.724 -0.729
C 1.882 -0.028 0.093
C -0.312 -1.028 -0.644
C -1.204 -0.631 0.486
C -0.741 3.073 0.498
C 3.304 0.188 -0.085
C -0.930 -1.946 -1.707
C -0.982 -1.380 1.794
N -1.147 1.426 -1.263
O -0.841 0.734 0.914
O -2.512 -0.676 0.103
H 1.562 -1.127 -1.578
H 1.363 0.641 0.822
H 0.045 3.646 0.039
H -0.333 3.003 1.539
H -1.745 3.630 0.262
H 3.551 1.212 0.051
H 4.022 -0.309 0.732
H 3.526 -0.164 -1.063
H -0.852 -1.587 -2.745
H -1.930 -2.357 -1.523
H -0.278 -2.726 -1.790
H -1.646 -2.156 2.022
H -1.281 -0.730 2.653
H -0.007 -1.747 1.713
H -2.586 0.031 -0.539
*
```

Here are the Mulliken charges for atoms 1 to 6, given in e: 1.057 -0.142 0.064 0.631 0.827 -1.135

***

[11]
A cluster of 2 separate species, C4H13N3O in total in a non-equilibrium geometry, computed with ωB97M-V/def2-TZVPD.

For the electronic energy, the calculation gives -399.20989 a.u. The expectation value of S² is 1.655. The energy above the lowest of the compared OMol25 structures with the same formula, charge and spin is 6.047 eV. The LUMO energy (spin up / spin down) is -5.9 / -8.0 eV. The calculation puts the HOMO energy (spin up / spin down) at -12.85 / -12.75 eV.

The geometry in ORCA input format:
```
! wB97M-V def2-TZVPD RIJCOSX def2/J DEFGRID3
* xyz 1 2
C -0.966 0.558 -1.099
C -0.378 0.884 0.309
C 0.209 -0.249 1.166
N 2.216 0.313 -1.070
C 2.562 0.148 0.269
N 1.535 -0.748 0.823
N -1.401 -0.802 -1.360
H -0.232 0.817 -1.858
H -1.836 1.212 -1.148
H 0.307 1.719 0.228
H -1.226 1.151 0.933
H -0.445 -1.111 1.275
H 0.298 0.137 2.186
H 3.038 0.544 -1.640
H 3.561 -0.263 0.411
H 1.397 -1.530 0.166
H -4.024 -0.217 1.325
H -2.267 -0.979 -0.880
H 2.615 1.041 0.876
H -0.741 -1.495 -1.018
O -3.219 0.065 0.852
*
```

Here are the Mulliken charges for atoms 1 to 6, given in e: -0.611 -0.397 -1.046 -0.342 -0.513 0.104

***

[12]
The molecule C5H10Cl2O in a non-equilibrium geometry, computed with ωB97M-V/def2-TZVPD.

For the electronic energy, the calculation gives -1192.11772 a.u. Its SMILES is C[C@H](Cl)[C@@](C)(O)CCl. The energy above the lowest of the compared OMol25 structures with the same formula, charge and spin is 0.642 eV. The LUMO energy is 0.6 eV. The calculation puts the HOMO energy at -10.31 eV.

The geometry in ORCA input format:
```
! wB97M-V def2-TZVPD RIJCOSX def2/J DEFGRID3
* xyz 0 1
C -2.281 1.224 0.231
C -1.258 0.174 -0.393
Cl -1.903 -1.461 -0.074
C 0.120 0.555 -0.002
C 0.613 1.681 -0.981
O 0.283 1.000 1.345
C 0.938 -0.732 -0.174
Cl 2.749 -0.537 0.065
H -2.004 1.618 1.225
H -2.351 2.068 -0.522
H -3.256 0.780 0.330
H -1.357 0.275 -1.514
H 1.677 2.079 -0.678
H -0.102 2.493 -0.962
H 0.688 1.309 -2.002
H -0.210 0.471 2.029
H 0.820 -1.182 -1.222
H 0.654 -1.354 0.634
*
```

Here are the Mulliken charges for atoms 1 to 6, given in e: -1.215 -0.020 -0.174 1.038 -1.593 -0.617